Model P:
Formula: C3H12N2O3
Source: the OMol25 dataset
Level of theory: ωB97M-V/def2-TZVPD

Geometry (Å):
O  0.594  -0.590  2.748
O  -2.406  1.867  0.882
O  -1.549  -1.776  0.922
N  -0.353  1.797  -0.054
N  1.748  -0.810  -1.691
C  -1.626  1.371  0.093
C  0.546  -0.321  -1.029
C  0.612  1.194  -0.956
H  -1.036  -2.317  1.523
H  -2.473  -1.759  1.174
H  1.626  1.529  -0.748
H  -0.066  2.619  0.454
H  1.524  -0.737  2.534
H  0.526  -0.731  -0.020
H  2.183  -1.510  -1.110
H  0.508  1.544  -1.999
H  0.299  -0.044  2.007
H  -1.899  0.537  -0.567
H  -0.346  -0.652  -1.560
H  1.588  -1.211  -2.602

**Total charge**: 0
**Orbital gap**: 10.0 eV
**SMILES**: NCCNC=O.O.O


Model Q:
Formula: C3H12N2O3
Source: the OMol25 dataset
Level of theory: ωB97M-V/def2-TZVPD

Geometry (Å):
O  0.452  2.272  -0.582
O  0.735  -2.070  -1.044
O  2.019  -1.639  0.985
N  0.700  0.726  1.049
N  -1.284  -0.976  0.021
C  -2.272  1.231  0.295
C  -1.264  0.396  -0.423
C  0.389  1.053  -0.285
H  -2.126  1.103  1.362
H  2.957  -1.658  0.781
H  -0.379  -1.365  -0.298
H  1.145  -2.652  -1.687
H  1.427  -0.010  1.100
H  -3.246  0.857  -0.026
H  -2.103  2.255  -0.020
H  0.977  0.345  -0.930
H  1.432  -1.947  0.161
H  -1.459  0.375  -1.503
H  0.980  1.504  1.643
H  -1.975  -1.574  -0.420

**Total charge**: 0
**Orbital gap**: 5.1 eV


Pick model P: it beats the second-best structure by 138.2 kcal/mol.


Model P:
Formula: C5H8NO
Source: the OMol25 dataset
Level of theory: ωB97M-V/def2-TZVPD

Geometry (Å):
O  2.592  0.754  -0.369
N  1.479  0.442  0.300
C  0.210  -1.648  -0.299
C  -0.678  1.538  0.354
C  -0.305  -0.647  -1.047
C  1.317  -1.228  0.631
C  0.247  0.709  -0.498
H  -1.012  -0.752  -1.930
H  -0.755  1.009  1.268
H  0.846  -1.194  1.589
H  0.598  1.246  -1.341
H  2.192  -1.734  0.641
H  -0.141  2.558  0.408
H  -0.070  -2.655  -0.620
H  -1.554  1.860  -0.232

**Total charge**: -1
**Orbital gap**: 5.3 eV
**SMILES**: C[C@@H]1C=CCN1[O-]


Model Q:
Formula: C5H8NO
Source: the OMol25 dataset
Level of theory: ωB97M-V/def2-TZVPD

Geometry (Å):
O  0.967  2.101  -2.092
N  1.359  1.167  -1.185
C  -1.414  -0.740  0.100
C  -2.335  -1.796  -0.394
C  0.690  1.091  0.142
C  -0.574  0.125  0.234
C  1.637  0.662  1.293
H  1.791  1.199  2.246
H  2.609  0.528  0.940
H  1.231  -0.430  1.483
H  -1.576  -2.660  -0.547
H  -2.836  -1.683  -1.358
H  -3.208  -1.847  0.320
H  1.285  0.207  -1.502
H  0.376  2.074  0.317

**Total charge**: -1
**Orbital gap**: 4.8 eV
**SMILES**: CC#C[C@@H](C)N[O-]


Pick model P: it beats the second-best structure by 26.1 kcal/mol.


Model P:
Formula: C43H39ClN5O2RbSSeSi
Source: the OMol25 dataset
Level of theory: ωB97M-V/def2-TZVPD

Geometry (Å):
Rb  0.382  0.092  -1.151
Se  3.239  -0.375  2.757
Cl  5.799  -4.047  -5.725
S  -3.037  -0.223  3.329
Si  -1.979  -3.392  -0.119
O  1.821  0.449  -3.764
O  1.555  -1.980  -2.252
N  2.702  0.437  1.280
N  -2.343  1.407  -1.307
N  4.563  0.773  3.056
N  -0.291  2.986  0.092
N  -1.166  -0.383  1.604
C  -1.920  -5.076  -1.070
C  -1.701  -5.062  -2.455
C  -1.747  -1.302  3.639
C  2.457  -2.397  -3.002
C  2.031  5.829  0.437
C  -1.506  -6.216  -3.193
C  4.524  -3.398  -4.700
C  3.497  1.471  1.089
C  2.647  -0.243  -4.337
C  -4.583  1.827  -1.225
C  3.045  -1.603  -4.061
C  4.264  3.404  -0.110
C  -0.766  2.966  3.532
C  -1.525  -7.461  -2.573
C  -1.744  -7.511  -1.204
C  -0.520  6.120  -1.683
C  0.655  5.153  -1.549
C  5.450  2.760  1.931
C  1.997  4.601  2.487
C  0.521  2.590  2.801
C  -5.362  -3.235  2.407
C  -1.542  3.280  0.077
C  -4.504  -3.127  1.324
C  -3.253  -3.760  1.285
C  4.535  1.658  2.078
C  -5.013  -4.004  3.510
C  4.062  -2.129  -4.880
C  -2.279  0.230  1.858
C  0.600  3.906  0.652
C  1.100  4.962  -0.123
C  -2.574  2.520  -0.543
C  -1.931  -6.343  -0.478
C  3.381  2.388  -0.012
C  2.483  5.662  1.736
C  -3.950  2.816  -0.479
C  -0.866  -1.267  2.608
C  1.062  3.718  1.964
C  -3.547  1.003  -1.709
C  -2.931  -4.521  2.417
C  5.308  3.585  0.870
C  2.996  -3.739  -2.872
C  -3.786  -4.657  3.500
C  3.979  -4.210  -3.685
H  -1.672  -4.106  -2.968
H  -1.884  4.194  0.587
H  -1.733  -1.947  4.499
H  -1.402  5.726  -1.179
H  2.418  6.639  -0.173
H  2.557  2.253  -0.702
H  -5.642  1.703  -1.395
H  -1.559  3.196  2.819
H  3.222  6.335  2.154
H  -0.616  3.846  4.162
H  -3.488  -5.267  4.347
H  1.501  5.526  -2.134
H  4.182  4.117  -0.918
H  -2.721  0.950  1.187
H  -2.102  -6.431  0.590
H  5.983  4.423  0.747
H  -1.960  -5.006  2.467
H  3.199  0.199  -5.202
H  6.224  2.898  2.674
H  -1.770  -8.469  -0.694
H  -1.371  -8.368  -3.146
H  -0.780  6.279  -2.731
H  -3.654  0.111  -2.313
H  4.350  -5.222  -3.565
H  0.326  1.721  2.169
H  -1.331  -6.144  -4.261
H  1.283  2.296  3.531
H  2.354  4.442  3.499
H  2.556  -4.361  -2.104
H  -1.116  2.142  4.157
H  4.478  -1.504  -5.664
H  -6.311  -2.710  2.390
H  -4.401  3.638  0.060
H  -4.808  -2.530  0.472
H  -0.284  7.087  -1.235
H  -5.680  -4.092  4.359
H  -3.002  -2.761  -1.062
H  -0.012  -1.914  2.490
H  0.373  4.186  -1.974

**Total charge**: -2
**Orbital gap**: 3.8 eV


Model Q:
Formula: C43H39ClN5O2RbSSeSi
Source: the OMol25 dataset
Level of theory: ωB97M-V/def2-TZVPD

Geometry (Å):
Rb  -0.400  -1.491  1.015
Se  3.075  -1.801  2.340
Cl  -0.604  -6.093  7.655
S  2.026  -4.724  -2.606
Si  0.544  2.245  0.633
O  0.326  -2.009  3.548
O  0.889  -4.255  1.802
N  2.464  -0.963  0.898
N  -2.235  -0.194  -1.759
N  4.758  -1.298  2.063
N  -2.967  -2.529  -0.117
N  0.483  -3.167  -1.314
C  -3.892  -3.498  -1.977
C  0.335  -4.865  -2.861
C  -1.490  4.242  0.082
C  0.637  -4.854  2.833
C  -0.323  -3.961  -2.090
C  -2.936  2.949  -3.577
C  -2.247  6.018  1.525
C  -3.982  -4.411  -0.922
C  -0.900  1.066  -3.344
C  4.457  3.887  1.117
C  -5.549  1.135  -2.600
C  0.201  0.049  -3.211
C  -0.508  -3.534  6.699
C  -1.294  5.630  2.458
C  0.269  -4.324  4.131
C  4.539  0.917  -1.400
C  0.039  -1.128  -4.173
C  -1.772  3.102  -4.312
C  3.499  -0.385  0.317
C  0.119  -2.911  4.395
C  -0.758  2.163  -4.182
C  3.217  3.545  0.589
C  -3.114  1.863  -2.726
C  3.812  2.940  3.218
C  4.775  -0.572  0.961
C  -3.404  -3.762  0.182
C  -0.521  3.827  1.004
C  -3.246  -2.365  -1.445
C  0.040  -5.275  5.141
C  -0.452  4.555  2.196
C  5.813  0.726  -0.767
C  4.763  3.587  2.438
C  -0.334  -4.897  6.400
C  5.943  0.015  0.378
C  2.584  2.591  2.669
C  -2.098  0.901  -2.633
C  -0.295  -2.585  5.742
C  -2.919  -1.187  -2.189
C  1.731  -3.465  -1.476
C  -2.337  5.313  0.329
C  2.241  2.884  1.342
C  3.405  0.391  -0.882
C  -4.358  1.767  -1.878
H  -1.202  6.167  3.397
H  -0.816  -3.247  7.697
H  6.684  1.186  -1.219
H  -1.397  -3.832  -2.030
H  -3.298  -4.154  1.187
H  6.896  -0.120  0.873
H  4.490  1.533  -2.289
H  -3.070  5.600  -0.420
H  1.873  2.045  3.283
H  -5.348  0.094  -2.855
H  4.034  2.686  4.249
H  5.732  3.844  2.851
H  -5.770  1.672  -3.527
H  2.533  -2.970  -0.945
H  -1.574  3.717  -0.865
H  0.852  -1.850  -4.061
H  0.022  -0.781  -5.210
H  -4.415  -5.402  -0.937
H  -4.233  -3.618  -2.996
H  -6.442  1.158  -1.971
H  -3.718  3.701  -3.634
H  0.164  -6.326  4.903
H  -1.640  3.966  -4.953
H  0.682  -5.968  2.825
H  0.840  2.662  -0.817
H  0.175  2.292  -4.721
H  2.425  0.572  -1.303
H  -4.629  2.777  -1.556
H  -0.899  -1.652  -3.980
H  0.215  -0.320  -2.183
H  0.289  4.283  2.944
H  2.995  3.795  -0.444
H  -0.428  -1.533  5.960
H  -4.131  1.197  -0.976
H  5.189  4.387  0.490
H  -2.908  6.855  1.724
H  -3.289  -1.186  -3.226
H  -0.089  -5.586  -3.540
H  1.157  0.548  -3.387

**Total charge**: -2
**Orbital gap**: 4.9 eV


Pick model Q: it beats the second-best structure by 8.7 kcal/mol.


Model P:
Formula: C4H15NO2
Source: the OMol25 dataset
Level of theory: ωB97M-V/def2-TZVPD

Geometry (Å):
O  -2.498  2.290  0.049
O  -2.580  -0.888  -0.916
N  -0.064  1.167  1.122
C  1.375  -0.864  1.020
C  1.079  -0.681  -1.541
C  -0.023  -0.321  1.175
C  2.034  -0.587  -0.334
H  -0.586  1.484  1.924
H  -2.143  2.983  -0.536
H  0.403  0.160  -1.581
H  -0.460  -0.696  2.087
H  1.697  -0.631  -2.434
H  0.478  -1.590  -1.550
H  2.812  -1.322  -0.553
H  0.866  1.530  1.333
H  -3.298  -1.202  -1.478
H  -0.703  -0.712  0.418
H  -1.692  1.741  0.175
H  -2.516  0.067  -1.076
H  1.364  -1.939  1.230
H  1.996  -0.388  1.785
H  2.459  0.397  -0.319

**Total charge**: -1
**Orbital gap (alpha / beta)**: 2.5 / 10.0 eV
**<S²>**: 0.750
**Multiplicity**: 2


Model Q:
Formula: C4H15NO2
Source: the OMol25 dataset
Level of theory: ωB97M-V/def2-TZVPD

Geometry (Å):
O  0.862  -0.050  -3.729
O  -0.961  1.518  3.033
N  0.694  0.324  -0.803
C  -0.401  -1.626  0.270
C  0.545  1.727  -1.200
C  0.304  -1.507  1.635
C  -0.597  -0.248  -0.351
H  -0.425  -1.515  2.431
H  0.978  -2.364  1.762
H  1.375  1.984  -1.865
H  0.934  -0.628  1.776
H  -1.400  -2.029  0.423
H  -1.100  0.450  0.329
H  -1.724  0.940  2.829
H  -1.264  -0.217  -1.223
H  1.307  0.261  -0.003
H  -0.352  1.804  -1.797
H  1.152  0.009  -2.799
H  -1.227  1.886  3.898
H  0.236  -2.174  -0.417
H  0.592  -0.974  -3.832
H  0.472  2.429  -0.366

**Total charge**: -1
**Orbital gap (alpha / beta)**: 2.5 / 9.6 eV
**<S²>**: 0.750
**Multiplicity**: 2


Pick model P: it beats the second-best structure by 2.2 kcal/mol.